Below is an isolated molecule of C6H13NO in a non-equilibrium geometry, with properties calculated with the ωB97M-V functional and the def2-TZVPD basis.

Each line ends with the Mulliken charge.
Positions of all 21 atoms, in Å:
1 C -1.406 0.081 2.730  -0.94
2 C 0.079 -0.142 2.723  -0.58
3 C 0.625 0.252 1.232  -0.86
4 C 0.480 -0.930 0.288  -0.27
5 N 1.019 -0.490 -1.021  -0.10
6 C 0.165 0.156 -1.966  0.51
7 C -1.078 0.871 -1.615  -1.03
8 O 0.472 0.041 -3.154  -0.63
9 H -1.766 -0.590 3.632  0.26
10 H -1.822 -0.063 1.763  0.36
11 H -1.550 1.169 3.206  0.24
12 H 0.765 0.637 3.324  0.24
13 H 0.628 -0.973 3.007  0.48
14 H -0.013 1.023 0.969  0.18
15 H 1.599 0.704 1.337  0.44
16 H 1.029 -1.811 0.622  0.42
17 H -0.674 -0.963 0.187  0.09
18 H 1.737 -1.063 -1.395  0.26
19 H -1.897 0.223 -1.467  0.28
20 H -1.210 1.674 -2.426  0.29
21 H -0.925 1.402 -0.731  0.39

## Properties
Energy relative to the best compared isomer or geometry (same formula, charge and spin), kcal/mol: 55.33
E_LUMO, eV: 0.89
Charge: 0
Kohn-Sham gap, eV: 10.01